[1]
A structure of composition C35H35N6PPtS, computed with ωB97M-V/def2-TZVPD.

Computed properties:
Kohn-Sham gap = 3.88 eV
Energy above the lowest of the compared OMol25 structures with the same formula, charge and spin = 0.0 kcal per mole
E_tot = -69172.715 eV
HOMO energy = 0.37 eV
Charge = -2
LUMO = 4.25 eV

Last column: Löwdin charge in e.
Positions of all 79 atoms, in Å:
1 Pt -0.497 0.040 -1.636  0.83
2 N -3.717 2.476 -3.003  0.02
3 C -2.471 1.922 -2.737  -0.92
4 S -2.079 0.429 -3.464  0.54
5 N -1.709 2.675 -1.967  -0.02
6 N -0.499 2.095 -1.679  -0.15
7 C 0.477 2.901 -1.439  -0.19
8 C 0.363 4.397 -1.452  -0.16
9 C 1.366 5.141 -2.069  -0.05
10 C 1.313 6.529 -2.132  -0.10
11 C 0.244 7.209 -1.571  -0.12
12 C -0.760 6.483 -0.946  -0.10
13 C -0.704 5.096 -0.887  -0.03
14 C 1.830 2.334 -1.159  -0.25
15 C 2.699 2.997 -0.289  -0.03
16 C 3.965 2.487 -0.071  -0.08
17 C 4.340 1.322 -0.723  -0.09
18 C 3.402 0.715 -1.541  -0.15
19 N 2.183 1.207 -1.754  0.11
20 H -4.405 1.766 -3.202  0.05
21 H -4.006 3.129 -2.290  0.07
22 H 2.198 4.621 -2.530  0.12
23 H 2.109 7.073 -2.626  0.09
24 H 0.194 8.290 -1.619  0.09
25 H -1.598 6.999 -0.493  0.09
26 H -1.486 4.543 -0.393  0.10
27 H 2.361 3.881 0.239  0.11
28 H 4.642 2.981 0.615  0.10
29 H 5.326 0.892 -0.600  0.09
30 H 3.630 -0.212 -2.057  0.10
31 N -0.267 0.184 0.407  -0.39
32 P -0.529 -1.025 1.356  0.68
33 C -0.876 -2.601 0.726  -0.32
34 C -0.533 -3.803 1.309  -0.19
35 C -1.030 -5.029 0.846  -0.19
36 C -2.005 -4.962 -0.199  -0.21
37 C -2.301 -3.818 -0.871  -0.11
38 C -1.572 -2.510 -0.638  -0.39
39 C -1.979 -0.613 2.444  -0.26
40 C -2.560 -1.527 3.324  -0.10
41 C -3.707 -1.197 4.036  -0.11
42 C -4.312 0.045 3.850  -0.13
43 C -3.758 0.950 2.955  -0.11
44 C -2.596 0.622 2.260  -0.09
45 C 0.845 -1.245 2.594  -0.24
46 C 0.725 -1.322 3.978  -0.09
47 C 1.853 -1.329 4.799  -0.12
48 C 3.121 -1.255 4.244  -0.13
49 C 3.256 -1.161 2.862  -0.10
50 C 2.129 -1.140 2.053  -0.08
51 H 0.122 -3.795 2.183  0.09
52 H -0.772 -5.967 1.324  0.04
53 H -2.553 -5.870 -0.451  0.07
54 H -3.117 -3.804 -1.590  0.07
55 H -2.320 -1.713 -0.621  0.09
56 H -2.126 -2.517 3.419  0.10
57 H -4.145 -1.917 4.719  0.09
58 H -5.222 0.292 4.386  0.08
59 H -4.238 1.909 2.789  0.09
60 H -2.139 1.303 1.548  0.08
61 H -0.257 -1.373 4.432  0.08
62 H 1.734 -1.385 5.876  0.08
63 H 3.998 -1.257 4.882  0.08
64 H 4.243 -1.084 2.416  0.09
65 H 2.221 -1.009 0.981  0.07
66 C 0.921 -2.138 -3.524  -0.10
67 C 0.481 -2.746 -2.180  -0.65
68 C 0.174 -4.220 -2.447  -0.07
69 C 1.691 -2.685 -1.219  -0.07
70 N -0.662 -1.987 -1.690  -0.21
71 H 1.865 -2.591 -3.856  0.06
72 H 1.057 -1.056 -3.451  0.03
73 H 0.151 -2.326 -4.279  0.07
74 H 1.013 -4.647 -3.014  0.07
75 H -0.739 -4.320 -3.038  0.08
76 H 0.055 -4.789 -1.523  0.05
77 H 2.606 -3.076 -1.690  0.07
78 H 1.487 -3.265 -0.317  0.06
79 H 1.855 -1.648 -0.924  0.02

[2]
A structure of composition C35H36CaClFN5O3PSe3Te, computed with ωB97M-V/def2-TZVPD.

Computed properties:
Kohn-Sham gap = 3.42 eV
Energy above the lowest of the compared OMol25 structures with the same formula, charge and spin = 0.0 kcal per mole
E_tot = -296774.475 eV
HOMO energy = -5.05 eV
Charge = 0
LUMO = -1.63 eV

Last column: Löwdin charge in e.
Positions of all 87 atoms, in Å:
1 Ca -0.240 0.223 0.189  0.80
2 Cl 0.231 -2.625 -1.703  0.67
3 C 0.533 -2.070 -3.320  -0.64
4 C 1.439 -2.779 -4.094  -0.10
5 C 1.675 -2.378 -5.398  -0.08
6 C 1.004 -1.283 -5.923  -0.08
7 C 0.110 -0.577 -5.133  -0.07
8 C -0.135 -0.954 -3.814  -0.39
9 P -1.200 -0.015 -2.672  1.04
10 C -1.449 1.542 -3.593  -0.38
11 C -2.650 1.943 -4.164  -0.08
12 C -2.748 3.178 -4.796  -0.08
13 C -1.647 4.015 -4.870  -0.09
14 C -0.439 3.618 -4.307  -0.08
15 C -0.340 2.393 -3.668  -0.13
16 C -2.812 -0.862 -2.793  -0.38
17 C -3.819 -0.421 -1.932  -0.11
18 C -5.046 -1.067 -1.900  -0.08
19 C -5.272 -2.174 -2.710  -0.10
20 C -4.272 -2.625 -3.557  -0.09
21 C -3.047 -1.969 -3.603  -0.08
22 H 1.956 -3.624 -3.660  0.11
23 H 2.391 -2.921 -6.003  0.10
24 H 1.185 -0.967 -6.942  0.10
25 H -0.395 0.289 -5.541  0.11
26 H -3.517 1.295 -4.114  0.10
27 H -3.691 3.481 -5.233  0.10
28 H -1.726 4.975 -5.363  0.10
29 H 0.429 4.263 -4.363  0.11
30 H 0.604 2.079 -3.229  0.06
31 H -3.637 0.426 -1.278  0.10
32 H -5.820 -0.712 -1.231  0.10
33 H -6.228 -2.682 -2.677  0.10
34 H -4.439 -3.488 -4.189  0.10
35 H -2.268 -2.327 -4.266  0.10
36 Se 2.247 0.976 -0.992  -0.24
37 Se 3.116 -1.031 -0.074  -0.28
38 Te 1.730 -1.602 2.007  0.19
39 Se 0.487 -3.722 1.550  -0.37
40 F -3.210 -5.728 -1.408  0.05
41 C -3.325 -5.084 -0.213  -0.19
42 C -2.996 -3.769 -0.108  0.08
43 C -3.057 -3.163 1.150  -0.07
44 C -2.421 -1.848 1.301  -0.35
45 O -1.870 -1.370 0.300  -0.20
46 C -2.454 -1.271 2.614  -0.02
47 C -2.984 -2.007 3.622  0.05
48 N -3.521 -3.249 3.498  0.01
49 C -3.909 -3.979 4.677  -0.27
50 C -5.351 -4.360 4.845  -0.10
51 C -4.748 -3.281 5.697  -0.08
52 C -3.507 -3.875 2.263  -0.12
53 C -3.827 -5.235 2.126  0.08
54 C -3.699 -5.844 0.898  -0.18
55 N -3.801 -7.277 0.819  -0.09
56 C -4.802 -7.778 -0.104  -0.16
57 C -4.959 -9.271 0.091  -0.09
58 N -3.620 -9.928 -0.137  0.06
59 C -2.568 -9.368 0.790  -0.08
60 C -2.494 -7.874 0.576  -0.14
61 C -1.828 0.078 3.004  -0.64
62 O -1.707 0.296 4.203  0.03
63 O -1.518 0.829 2.023  -0.21
64 H -2.611 -3.205 -0.948  0.11
65 H -2.945 -1.599 4.623  0.15
66 H -3.154 -4.671 5.033  0.16
67 H -5.572 -5.318 5.296  0.10
68 H -6.028 -4.047 4.062  0.11
69 H -4.540 -3.491 6.736  0.11
70 H -5.040 -2.262 5.486  0.11
71 H -4.095 -5.835 2.982  0.12
72 H -4.561 -7.569 -1.158  0.13
73 H -5.759 -7.301 0.110  0.15
74 H -5.665 -9.708 -0.612  0.14
75 H -5.247 -9.515 1.112  0.14
76 H -3.329 -9.753 -1.102  0.18
77 H -3.694 -10.938 -0.023  0.18
78 H -1.628 -9.867 0.565  0.14
79 H -2.890 -9.615 1.801  0.14
80 H -2.115 -7.660 -0.436  0.14
81 H -1.774 -7.457 1.280  0.15
82 N -2.389 2.678 0.008  -0.04
83 N -0.987 2.578 -0.285  -0.14
84 H -2.654 3.647 0.154  0.07
85 H -2.516 2.180 0.887  0.04
86 H -0.424 3.198 0.292  0.09
87 H -0.846 2.840 -1.254  0.04

[3]
A structure of composition C35H36Cl2GeMnNO2Te, computed with ωB97M-V/def2-TZVPD.

Computed properties:
Kohn-Sham gap (spin up / spin down) = 7.51 / 7.44 eV
Energy above the lowest of the compared OMol25 structures with the same formula, charge and spin = 13.0 kcal per mole
Expectation value of S² = 8.7549
E_tot = -162614.019 eV
HOMO energy (spin up / spin down) = -16.23 / -16.31 eV
Charge = +3
LUMO (spin up / spin down) = -8.72 / -8.87 eV
Multiplicity = 6

Last column: Löwdin spin population.
Positions of all 79 atoms, in Å:
1 Mn -0.004 -1.209 -0.679  4.70
2 C -3.650 -0.378 -1.027  0.00
3 C -3.707 0.614 -0.059  0.01
4 C -2.709 1.582 0.014  0.00
5 C -1.645 1.577 -0.881  0.01
6 C -1.588 0.569 -1.857  0.01
7 C -2.589 -0.404 -1.930  0.01
8 Ge -0.313 3.000 -0.773  0.00
9 C -0.149 3.809 0.947  0.00
10 C -0.248 3.019 2.099  0.00
11 C -0.140 3.607 3.348  0.00
12 C 0.068 4.979 3.454  0.00
13 C 0.163 5.766 2.316  0.00
14 C 0.056 5.184 1.060  0.00
15 C -0.005 3.977 -2.383  0.00
16 C -0.831 3.781 -3.492  0.00
17 C -0.612 4.507 -4.654  0.00
18 C 0.429 5.423 -4.713  0.00
19 C 1.254 5.624 -3.613  0.00
20 C 1.040 4.905 -2.449  0.00
21 H -4.456 -1.096 -1.118  0.00
22 H -4.545 0.655 0.626  0.00
23 H -2.779 2.354 0.772  0.00
24 H -0.837 0.609 -2.647  0.00
25 H -2.599 -1.116 -2.747  0.00
26 H -0.423 1.950 2.016  0.00
27 H -0.230 3.005 4.243  0.00
28 H 0.148 5.436 4.432  0.00
29 H 0.313 6.833 2.405  0.00
30 H 0.111 5.811 0.177  0.00
31 H -1.660 3.084 -3.450  0.00
32 H -1.260 4.367 -5.509  0.00
33 H 0.593 5.993 -5.618  0.00
34 H 2.055 6.349 -3.662  0.00
35 H 1.678 5.083 -1.589  0.00
36 Cl 2.460 -2.286 -2.403  0.01
37 C 1.240 -3.333 -3.116  0.00
38 Cl -0.400 -2.649 -2.814  0.02
39 H 1.273 -4.311 -2.651  0.00
40 H 1.366 -3.373 -4.192  0.00
41 C 3.097 1.969 -2.310  0.01
42 Te 1.811 1.258 -0.783  0.02
43 C 2.939 1.826 0.917  0.00
44 H 3.968 1.323 -2.364  0.00
45 H 3.374 2.989 -2.058  0.00
46 H 2.539 1.952 -3.244  0.00
47 H 3.025 2.910 0.903  0.00
48 H 3.912 1.346 0.861  0.00
49 H 2.387 1.502 1.795  0.00
50 C 1.862 -3.026 0.966  0.01
51 O 0.659 -3.208 0.161  0.04
52 C 0.142 -4.506 0.215  0.00
53 C 0.967 -5.600 0.016  0.00
54 C 0.447 -6.887 0.061  0.00
55 C -0.905 -7.091 0.295  0.00
56 C -1.737 -6.002 0.486  0.00
57 C -1.216 -4.716 0.463  0.00
58 N -2.122 -3.609 0.582  0.00
59 C -1.960 -2.539 1.302  0.00
60 C -0.980 -2.350 2.328  0.01
61 C -0.809 -3.247 3.396  0.00
62 C 0.010 -2.889 4.442  0.01
63 C 0.668 -1.654 4.414  0.00
64 C 0.554 -0.792 3.337  0.01
65 C -0.247 -1.149 2.253  0.01
66 O -0.271 -0.463 1.108  0.09
67 H 2.053 -1.954 1.006  0.00
68 H 2.706 -3.526 0.499  0.00
69 H 1.684 -3.406 1.971  0.00
70 H 2.024 -5.458 -0.167  0.00
71 H 1.106 -7.731 -0.090  0.00
72 H -1.311 -8.092 0.328  0.00
73 H -2.795 -6.145 0.669  0.00
74 H -2.951 -3.663 -0.002  0.00
75 H -2.644 -1.724 1.075  0.00
76 H -1.370 -4.173 3.426  0.00
77 H 0.121 -3.542 5.295  0.00
78 H 1.297 -1.374 5.249  0.00
79 H 1.099 0.143 3.314  0.00

[4]
A structure of composition C35H36Cl3N9O3RhS, computed with ωB97M-V/def2-TZVPD.

Computed properties:
Kohn-Sham gap = 6.88 eV
Energy above the lowest of the compared OMol25 structures with the same formula, charge and spin = 28.8 kcal per mole
E_tot = -107841.920 eV
HOMO energy = -9.97 eV
Charge = +1
LUMO = -3.09 eV

Last column: Löwdin charge in e.
Positions of all 88 atoms, in Å:
1 Rh 2.519 0.484 -1.087  1.01
2 Cl -1.955 5.605 -0.756  0.70
3 C -0.692 4.557 -1.292  -0.68
4 C -0.159 3.647 -0.380  -0.05
5 C 0.847 2.788 -0.790  -0.21
6 N 1.437 1.771 -0.020  -0.01
7 C 1.077 1.419 1.226  -0.45
8 O 0.308 2.000 1.975  0.07
9 C 1.702 0.103 1.654  -0.16
10 C 1.294 -0.491 2.836  0.03
11 C 1.856 -1.701 3.206  -0.01
12 C 2.833 -2.262 2.396  -0.03
13 C 3.185 -1.613 1.228  -0.13
14 N 2.623 -0.463 0.851  0.00
15 C 1.320 2.854 -2.128  -0.22
16 C 0.801 3.774 -3.016  -0.03
17 C -0.222 4.621 -2.596  -0.68
18 Cl -0.873 5.751 -3.722  0.70
19 N 2.419 2.025 -2.358  -0.03
20 C 3.525 2.408 -3.022  -0.46
21 O 3.637 3.248 -3.890  0.10
22 C 4.734 1.807 -2.344  -0.19
23 C 6.013 1.960 -2.844  0.03
24 C 7.076 1.465 -2.110  -0.02
25 C 6.822 0.855 -0.885  -0.05
26 C 5.514 0.737 -0.453  -0.13
27 N 4.490 1.200 -1.174  -0.02
28 H -0.515 3.637 0.638  0.10
29 H 0.548 0.014 3.432  0.13
30 H 1.542 -2.196 4.114  0.12
31 H 3.313 -3.193 2.663  0.11
32 H 3.943 -2.014 0.568  0.08
33 H 1.192 3.849 -4.019  0.12
34 H 6.132 2.475 -3.788  0.13
35 H 8.090 1.564 -2.472  0.12
36 H 7.626 0.498 -0.258  0.12
37 H 5.269 0.290 0.502  0.11
38 N 5.312 -2.561 -1.462  0.13
39 C 4.075 -2.650 -1.959  -0.88
40 N 3.448 -3.828 -1.902  0.13
41 S 3.304 -1.319 -2.686  0.72
42 H 5.830 -3.369 -1.154  0.13
43 H 5.813 -1.697 -1.597  0.09
44 H 3.934 -4.682 -1.675  0.12
45 H 2.567 -3.907 -2.383  0.11
46 C -3.109 1.929 -0.182  -0.04
47 C -4.286 0.992 -0.454  -0.51
48 C -4.929 1.409 -1.786  -0.03
49 C -5.310 1.204 0.668  -0.03
50 C -3.842 -0.510 -0.503  -0.41
51 O -4.955 -1.323 -0.877  -0.02
52 C -3.240 -1.004 0.834  -0.09
53 C -4.202 -1.764 1.760  -0.14
54 C -3.460 -2.226 2.989  -0.23
55 C -3.113 -1.319 3.987  -0.03
56 C -2.380 -1.713 5.093  -0.10
57 C -1.982 -3.037 5.199  -0.68
58 Cl -1.028 -3.536 6.566  0.66
59 C -2.322 -3.963 4.229  -0.10
60 C -3.061 -3.549 3.131  -0.03
61 C -2.891 -0.796 -1.707  -0.01
62 N -1.453 -0.821 -1.449  -0.07
63 C -0.516 0.100 -1.655  -0.07
64 N 0.672 -0.406 -1.346  -0.05
65 C 0.392 -1.678 -0.953  -0.20
66 N -0.877 -1.966 -1.018  0.14
67 H -3.430 2.960 -0.333  0.08
68 H -2.286 1.761 -0.873  0.05
69 H -2.715 1.854 0.832  0.09
70 H -5.560 2.284 -1.628  0.09
71 H -5.548 0.619 -2.207  0.09
72 H -4.182 1.699 -2.527  0.08
73 H -5.571 2.261 0.715  0.10
74 H -4.914 0.927 1.644  0.08
75 H -6.243 0.661 0.498  0.09
76 H -5.687 -1.148 -0.275  0.09
77 H -2.808 -0.160 1.375  0.11
78 H -2.414 -1.688 0.645  0.10
79 H -4.602 -2.628 1.229  0.12
80 H -5.049 -1.147 2.064  0.11
81 H -3.428 -0.285 3.905  0.12
82 H -2.122 -1.007 5.871  0.11
83 H -2.017 -4.995 4.337  0.11
84 H -3.330 -4.273 2.371  0.12
85 H -3.070 -0.093 -2.516  0.13
86 H -3.129 -1.795 -2.064  0.14
87 H -0.695 1.091 -2.033  0.14
88 H 1.138 -2.383 -0.626  0.10